# 1
Formula: C3H9NO5
Source: the Open Molecules 2025 dataset
Level of theory: ωB97M-V/def2-TZVPD

Element x y z (Å)
C  1.67521  -0.29796  0.19133
C  -0.38101  0.58122  -0.30133
C  -2.73117  -0.30730  -0.06948
N  -0.70095  -0.62505  0.14196
O  2.64607  0.34565  -0.55553
O  1.69214  0.23338  1.48164
O  1.89727  -1.66300  0.11279
O  -0.33551  1.61908  0.53545
O  -0.50575  0.94625  -1.59068
H  2.69735  -0.10783  -1.40782
H  2.61367  0.34367  1.77743
H  1.43197  -2.12772  0.81927
H  0.18560  1.33099  1.31740
H  -0.58162  1.91042  -1.63342
H  -0.63959  -1.30108  -0.61354
H  -3.03587  -1.17477  0.50128
H  -2.98107  -0.34240  -1.12529
H  -2.94674  0.63643  0.41854

Output
**Frontier orbital gap (alpha / beta)**: 7.0 / 7.4 eV
**Energy relative to the best compared isomer or geometry (same formula, charge and spin)**: 4.6051 eV

=====

# 2
Formula: C3H9NO6S
Source: the Open Molecules 2025 dataset
Level of theory: ωB97M-V/def2-TZVPD

Element x y z (Å)
C  0.93842  -1.54558  0.43843
C  1.03971  -0.00100  0.65428
C  0.52623  0.78890  -0.54786
N  0.49172  2.16040  -0.11627
O  -0.79524  0.23879  -0.93520
O  -3.02590  0.34030  -0.67073
O  -2.04113  -1.58515  0.19922
O  1.15183  -1.75344  -0.93036
O  2.37329  0.38850  0.91879
O  -1.76226  0.36062  1.45218
S  -1.81768  -0.17917  0.14118
H  1.85306  -1.91246  0.81377
H  0.02846  -2.06664  0.75898
H  0.35850  0.23633  1.43392
H  1.15872  0.65346  -1.42611
H  -0.31021  2.38482  0.37443
H  0.56859  2.84670  -0.82950
H  -3.83190  -0.12943  -0.19282
H  0.46637  -1.83950  -1.56341
H  2.62941  0.61354  0.02709

Output
**Frontier orbital gap**: 10.2 eV
**Energy relative to the best compared isomer or geometry (same formula, charge and spin)**: 1.2726 eV
**Structure (SMILES)**: N[C@H](OS(=O)(=O)O)[C@H](O)CO

=====

# 3
Formula: C3H9NOP2
Source: the Open Molecules 2025 dataset
Level of theory: ωB97M-V/def2-TZVPD

Element x y z (Å)
C  1.46813  0.57149  0.39959
C  -0.78788  -0.29788  0.07614
C  -0.03980  0.44981  1.02494
N  1.61051  1.52162  -0.41218
O  -0.56059  1.70998  1.19352
P  2.68309  -0.83458  0.55308
P  -2.62010  -0.22760  0.47865
H  -0.34468  0.11479  -0.91670
H  -0.45186  -1.36780  0.03994
H  0.11795  0.00686  2.02556
H  2.38187  1.47824  -1.03334
H  -0.03528  2.34108  0.56853
H  3.65242  -0.36865  -0.33443
H  1.94072  -1.57444  -0.36004
H  -2.76441  -1.49252  -0.19690
H  -3.31683  0.40473  -0.56705

Output
**Frontier orbital gap (alpha / beta)**: 6.6 / 6.2 eV
**Spin multiplicity**: 3
**<S²>**: 2.0092

=====

# 4
Formula: C3H9NOS
Source: the Open Molecules 2025 dataset
Level of theory: ωB97M-V/def2-TZVPD

Element x y z (Å)
C  -0.99716  -0.68788  1.39667
C  -0.38454  1.40516  -1.67643
C  1.27423  -1.25717  0.16907
N  -0.92141  0.68880  -0.50808
O  1.00358  1.16507  1.12707
S  0.17418  0.25041  0.43446
H  -1.23175  -0.13001  2.38618
H  -0.72824  -1.71800  1.49871
H  0.60920  1.13320  -2.00178
H  -1.01813  1.39682  -2.58199
H  -0.25599  2.45270  -1.46151
H  0.73369  -1.96991  -0.40033
H  2.16977  -0.80349  -0.34713
H  1.36795  -1.42572  1.28216
H  -1.79537  -0.49997  0.68294

Output
**Frontier orbital gap**: 10.0 eV
**Energy relative to the best compared isomer or geometry (same formula, charge and spin)**: 3.7446 eV
**Structure (SMILES)**: CN=S(C)(C)=O

=====

# 5
Formula: C3H9NOS
Source: the Open Molecules 2025 dataset
Level of theory: ωB97M-V/def2-TZVPD

Element x y z (Å)
C  -0.49456  0.29316  -0.39328
C  -1.47048  -0.46718  0.44091
S  -2.80243  -1.24585  -0.68385
N  0.51201  0.93244  0.51557
C  1.84453  0.43219  0.34441
O  1.97341  -0.89407  0.84882
H  -0.01218  -0.26935  -1.19418
H  -1.02165  1.10879  -0.89833
H  -2.10073  0.09892  1.10947
H  -1.02934  -1.30743  0.96955
H  -2.44933  -0.55881  -1.77561
H  0.51803  1.90427  0.26597
H  2.26872  0.46853  -0.66482
H  2.53789  0.99672  0.97251
H  1.72612  -1.49233  0.14286

Output
**Frontier orbital gap**: 9.9 eV
**Energy relative to the best compared isomer or geometry (same formula, charge and spin)**: 1.2733 eV
**Structure (SMILES)**: OCNCCS

=====

# 6
Formula: C3H9NOSi
Source: the Open Molecules 2025 dataset
Level of theory: ωB97M-V/def2-TZVPD

Element x y z (Å)
C  -1.90154  1.21718  -0.25243
C  1.50661  -1.40375  -0.47385
C  -0.41808  1.14111  -0.79142
N  0.41638  1.15808  0.33723
O  2.08375  1.52076  -0.06517
Si  1.75113  0.06068  0.50738
H  -2.26710  0.37507  0.11282
H  -1.84899  1.93516  0.56428
H  -2.54855  1.39576  -1.07386
H  2.34588  -2.13757  -0.39228
H  0.76400  -1.97630  0.15077
H  1.11910  -1.07324  -1.41916
H  -0.31471  2.00143  -1.40299
H  -0.30420  0.27884  -1.41680
H  2.01518  -0.09929  1.90924

Output
**Frontier orbital gap**: 9.9 eV
**Energy relative to the best compared isomer or geometry (same formula, charge and spin)**: 2.6275 eV

=====

# 7
Formula: C3H9NS
Source: the Open Molecules 2025 dataset
Level of theory: ωB97M-V/def2-TZVPD

Element x y z (Å)
C  2.50544  2.39174  -3.03872
N  3.79721  2.73984  -2.90440
H  1.70640  2.86986  -3.63498
H  2.13499  1.40274  -2.63867
H  4.02357  3.21305  -2.02691
C  -0.95846  -0.52266  2.46978
S  -0.53425  -1.95354  1.39748
C  -2.17114  -2.27344  0.66693
H  -0.46789  0.38074  2.12190
H  -2.04099  -0.46746  2.49090
H  -0.54784  -0.71978  3.45881
H  -2.07330  -3.16317  0.06702
H  -2.53847  -1.45204  0.05809
H  -2.83526  -2.44587  1.51277

Output
**Frontier orbital gap (alpha / beta)**: 2.8 / 3.7 eV
**Spin multiplicity**: 2
**Net charge**: -1
**<S²>**: 0.7536
**Energy relative to the best compared isomer or geometry (same formula, charge and spin)**: 3.1734 eV

=====

# 8
Formula: C3H9NS
Source: the Open Molecules 2025 dataset
Level of theory: ωB97M-V/def2-TZVPD

Element x y z (Å)
C  0.12030  0.16513  -3.79789
N  0.74038  0.26332  -2.67796
H  -0.78182  0.65135  -4.13225
H  0.51673  -0.55178  -4.51507
H  1.55369  -0.30670  -2.48976
H  0.28084  0.73257  -1.89995
C  -0.92290  -0.28172  3.24148
C  -0.42967  -0.79196  1.85285
S  0.26687  0.41537  0.60939
H  -2.02695  -0.32343  3.16772
H  -0.67551  0.73030  3.60950
H  -0.66578  -1.04539  3.98737
H  -1.21847  -1.45618  1.51104
H  0.49329  -1.34460  2.00242

Output
**Frontier orbital gap**: 4.4 eV
**Energy relative to the best compared isomer or geometry (same formula, charge and spin)**: 3.5301 eV

=====

Values for maximum force, eV/A, ordered as above
4.3; 3.6; 5.3; 4.3; 2.6; 4.8; 1.6; 1.9